Version P
11 unconnected molecules or ions with the total composition C32H86O31S11. Source: the OMol25 dataset; level of theory: ωB97M-V with the def2-TZVPD basis set.

Last columns: bonded neighbours and bond lengths (Å).
Element x y z (Å)
1 O 7.647 -0.488 -1.681  S2 1.403
2 S 6.404 0.067 -1.340  O1 1.403, O3 1.401, O4 1.520, C7 1.785
3 O 6.028 0.085 0.009  S2 1.401
4 O 6.417 1.490 -1.872  S2 1.520, C5 1.518
5 C 5.773 2.578 -1.033  O4 1.518, C6 1.511, H8 1.077, H9 1.108
6 C 5.915 3.896 -1.757  C5 1.511, H10 1.134, H11 1.087, H12 1.087
7 C 5.128 -0.632 -2.373  S2 1.785, H13 1.118, H14 1.065, H15 1.059
8 H 6.241 2.550 -0.063  C5 1.077
9 H 4.687 2.385 -0.936  C5 1.108
10 H 5.164 4.560 -1.226  C6 1.134
11 H 5.589 3.746 -2.783  C6 1.087
12 H 6.872 4.410 -1.756  C6 1.087
13 H 5.400 -0.361 -3.423  C7 1.118
14 H 4.120 -0.328 -2.212  C7 1.065
15 H 5.347 -1.665 -2.284  C7 1.059
16 O -3.061 0.975 1.760  S17 1.453
17 S -3.974 0.095 2.469  O16 1.453, O18 1.445, O19 1.509, C22 1.768
18 O -4.416 -1.120 1.822  S17 1.445
19 O -3.358 -0.251 3.803  S17 1.509, C20 1.458
20 C -2.650 0.734 4.613  O19 1.458, C21 1.496, H23 1.086, H24 1.101
21 C -2.577 0.278 6.036  C20 1.496, H25 1.115, H26 1.111, H27 1.079
22 C -5.403 1.034 2.917  S17 1.768, H28 1.082, H29 1.075, H30 1.056
23 H -3.155 1.679 4.435  C20 1.086
24 H -1.671 0.795 4.114  C20 1.101
25 H -2.166 1.134 6.620  C21 1.115
26 H -1.951 -0.620 6.225  C21 1.111
27 H -3.509 0.032 6.523  C21 1.079
28 H -5.032 1.747 3.641  C22 1.082
29 H -6.150 0.487 3.463  C22 1.075
30 H -5.876 1.609 2.168  C22 1.056
31 O -2.193 4.216 1.407  S32 1.434
32 S -3.611 4.417 1.334  O31 1.434, O33 1.423, O34 1.612, C37 1.792
33 O -4.566 3.847 2.222  S32 1.423
34 O -4.002 5.980 1.287  S32 1.612, C35 1.421
35 C -3.142 6.814 0.522  O34 1.421, C36 1.537, H38 1.105, H39 1.028
36 C -3.203 8.102 1.358  C35 1.537, H40 1.158, H41 1.069, H42 1.042
37 C -4.079 3.844 -0.298  S32 1.792, H43 1.121, H44 1.146, H45 1.053
38 H -3.520 6.848 -0.515  C35 1.105
39 H -2.217 6.364 0.513  C35 1.028
40 H -2.626 8.911 0.764  C36 1.158
41 H -2.615 7.886 2.226  C36 1.069
42 H -4.179 8.432 1.516  C36 1.042
43 H -5.167 3.863 -0.565  C37 1.121
44 H -3.671 2.780 -0.171  C37 1.146
45 H -3.532 4.345 -1.044  C37 1.053
46 O -0.123 6.873 -3.244  S47 1.428
47 S -0.125 5.783 -2.320  O46 1.428, O48 1.442, O49 1.592, C52 1.706
48 O -1.343 5.106 -1.950  S47 1.442
49 O 0.827 4.666 -2.934  S47 1.592, C50 1.451
50 C 1.023 3.363 -2.325  O49 1.451, C51 1.502, H53 1.073, H54 1.061
51 C 2.265 2.871 -3.012  C50 1.502, H55 1.105, H56 1.086, H57 1.098
52 C 0.545 6.303 -0.840  S47 1.706, H58 1.107, H59 1.092, H60 1.085
53 H 0.205 2.749 -2.649  C50 1.073
54 H 1.073 3.519 -1.277  C50 1.061
55 H 2.357 1.769 -2.990  C51 1.105
56 H 3.187 3.272 -2.601  C51 1.086
57 H 2.050 3.228 -4.027  C51 1.098
58 H 1.518 6.820 -0.943  C52 1.107
59 H 0.764 5.408 -0.254  C52 1.092
60 H -0.185 6.974 -0.402  C52 1.085
61 O 0.237 -0.425 5.090  S62 1.445
62 S 0.434 -1.854 5.174  O61 1.445, O63 1.399, O64 1.611, C67 1.798
63 O 0.324 -2.501 6.410  S62 1.399
64 O -0.692 -2.409 4.163  S62 1.611, C65 1.465
65 C -1.203 -3.767 4.364  O64 1.465, C66 1.503, H68 1.083, H69 1.087
66 C -2.697 -3.606 4.311  C65 1.503, H70 1.089, H71 1.058, H72 1.100
67 C 1.954 -2.345 4.348  S62 1.798, H73 1.109, H74 1.084, H75 1.081
68 H -0.911 -4.084 5.358  C65 1.083
69 H -0.727 -4.478 3.693  C65 1.087
70 H -3.060 -3.247 3.349  C66 1.089
71 H -3.032 -2.959 5.079  C66 1.058
72 H -3.265 -4.547 4.372  C66 1.100
73 H 1.908 -3.452 4.326  C67 1.109
74 H 2.793 -2.052 4.969  C67 1.084
75 H 1.967 -1.898 3.363  C67 1.081
76 O -2.643 -7.692 -0.342  S77 1.433
77 S -1.267 -7.333 -0.514  O76 1.433, O78 1.457, O79 1.534, C82 1.841
78 O -0.780 -7.362 -1.886  S77 1.457
79 O -1.059 -5.958 0.135  S77 1.534, C80 1.466
80 C -2.146 -5.262 0.829  O79 1.466, C81 1.508, H83 1.053, H84 1.070
81 C -2.078 -3.797 0.476  C80 1.508, H85 1.066, H86 1.115, H87 1.062
82 C -0.232 -8.365 0.604  S77 1.841, H88 1.089, H89 1.061, H90 1.131
83 H -2.043 -5.498 1.850  C80 1.053
84 H -3.106 -5.580 0.478  C80 1.070
85 H -1.934 -3.582 -0.559  C81 1.066
86 H -1.257 -3.367 1.095  C81 1.115
87 H -2.985 -3.396 0.856  C81 1.062
88 H 0.788 -7.983 0.594  C82 1.089
89 H -0.321 -9.400 0.385  C82 1.061
90 H -0.720 -8.162 1.603  C82 1.131
91 O -1.946 -0.417 -3.160  S92 1.436
92 S -3.191 -0.233 -2.468  O91 1.436, O93 1.445, O94 1.597, C97 1.700
93 O -3.817 1.068 -2.521  S92 1.445
94 O -4.235 -1.295 -3.044  S92 1.597, C95 1.434
95 C -4.369 -1.307 -4.472  O94 1.434, C96 1.470, H98 1.081, H99 1.062
96 C -5.641 -0.683 -4.866  C95 1.470, H100 1.122, H101 1.104, H102 1.092
97 C -3.281 -0.627 -0.817  S92 1.700, H103 1.136, H104 1.073, H105 1.048
98 H -4.281 -2.346 -4.757  C95 1.081
99 H -3.513 -0.802 -4.845  C95 1.062
100 H -6.452 -1.458 -4.833  C96 1.122
101 H -5.656 -0.269 -5.889  C96 1.104
102 H -5.944 0.078 -4.144  C96 1.092
103 H -4.353 -0.591 -0.442  C97 1.136
104 H -2.863 0.255 -0.371  C97 1.073
105 H -2.679 -1.459 -0.607  C97 1.048
106 O 2.734 -0.905 -4.430  S107 1.397
107 S 1.456 -1.230 -4.890  O106 1.397, O108 1.420, O109 1.572, C112 1.800
108 O 0.488 -1.818 -4.034  S107 1.420
109 O 0.936 0.075 -5.598  S107 1.572, C110 1.482
110 C -0.481 0.195 -6.015  O109 1.482, C111 1.455, H113 1.104, H114 1.064
111 C -0.680 1.563 -6.468  C110 1.455, H115 1.086, H116 1.060, H117 1.067
112 C 1.734 -2.388 -6.240  S107 1.800, H118 1.072, H119 1.095, H120 1.077
113 H -1.073 -0.093 -5.129  C110 1.104
114 H -0.688 -0.435 -6.847  C110 1.064
115 H -0.471 2.344 -5.742  C111 1.086
116 H -1.711 1.708 -6.662  C111 1.060
117 H -0.068 1.767 -7.319  C111 1.067
118 H 2.146 -3.263 -5.781  C112 1.072
119 H 2.515 -1.935 -6.859  C112 1.095
120 H 0.818 -2.572 -6.775  C112 1.077
121 O 4.756 4.888 1.944  S122 1.444
122 S 3.425 4.479 1.562  O121 1.444, O123 1.433, O124 1.653, C127 1.796
123 O 2.930 4.523 0.219  S122 1.433
124 O 2.975 3.012 2.176  S122 1.653, C125 1.461
125 C 3.959 1.988 2.516  O124 1.461, C126 1.582, H128 1.029, H129 1.092
126 C 3.684 1.554 4.012  C125 1.582, H130 1.073, H131 1.139, H132 1.146
127 C 2.295 5.484 2.531  S122 1.796, H133 1.114, H134 1.060, H135 1.060
128 H 4.897 2.390 2.387  C125 1.029
129 H 3.876 1.067 1.935  C125 1.092
130 H 4.219 0.662 4.276  C126 1.073
131 H 2.604 1.193 4.018  C126 1.139
132 H 3.748 2.362 4.823  C126 1.146
133 H 2.515 5.291 3.605  C127 1.114
134 H 1.304 5.275 2.219  C127 1.060
135 H 2.431 6.501 2.265  C127 1.060
136 O 3.109 -4.689 2.302  S137 1.416
137 S 2.358 -5.829 1.925  O136 1.416, O138 1.421, O139 1.530, C142 1.827
138 O 1.249 -6.231 2.718  S137 1.421
139 O 1.893 -5.691 0.474  S137 1.530, C140 1.489
140 C 1.733 -4.368 -0.192  O139 1.489, C141 1.434, H143 1.058, H144 1.074
141 C 1.366 -4.540 -1.567  C140 1.434, H145 1.039, H146 1.116, H147 1.063
142 C 3.381 -7.311 1.617  S137 1.827, H148 1.046, H149 1.119, H150 1.082
143 H 2.674 -3.895 -0.089  C140 1.058
144 H 1.053 -3.726 0.336  C140 1.074
145 H 1.930 -5.274 -2.040  C141 1.039
146 H 1.639 -3.613 -2.125  C141 1.116
147 H 0.329 -4.672 -1.757  C141 1.063
148 H 2.901 -8.181 1.286  C142 1.046
149 H 3.925 -7.470 2.580  C142 1.119
150 H 4.065 -6.981 0.847  C142 1.082
151 C 0.224 0.884 1.007  S152 1.766, H155 1.123, H156 1.052, H157 1.066
152 S 1.426 -0.202 0.302  C151 1.766, O153 1.546, C154 1.735
153 O 1.491 -1.499 1.140  S152 1.546
154 C 0.655 -0.772 -1.144  S152 1.735, H158 1.098, H159 1.118, H160 1.096
155 H 0.619 1.190 2.013  C151 1.123
156 H -0.697 0.406 1.175  C151 1.052
157 H 0.128 1.713 0.344  C151 1.066
158 H -0.177 -1.443 -0.890  C154 1.098
159 H 1.466 -1.396 -1.594  C154 1.118
160 H 0.461 0.106 -1.771  C154 1.096

orbital gap: 9.242 eV
net charge: 0
2S+1: 1

Version Q
11 unconnected molecules or ions with the total composition C32H86O31S11. Source: the OMol25 dataset; level of theory: ωB97M-V with the def2-TZVPD basis set.

Last columns: bonded neighbours and bond lengths (Å).
Element x y z (Å)
1 O -2.526 24.902 16.341  S2 1.437
2 S -2.600 25.399 14.995  O1 1.437, O3 1.446, O4 1.602, C7 1.807
3 O -2.734 26.807 14.698  S2 1.446
4 O -1.326 24.780 14.246  S2 1.602, C5 1.431
5 C -1.027 25.339 12.963  O4 1.431, C6 1.534, H8 1.091, H9 1.092
6 C -0.201 24.262 12.248  C5 1.534, H10 1.090, H11 1.090, H12 1.089
7 C -3.831 24.477 14.045  S2 1.807, H13 1.088, H14 1.093, H15 1.083
8 H -0.482 26.275 13.094  C5 1.091
9 H -1.945 25.605 12.435  C5 1.092
10 H -0.563 23.274 12.534  C6 1.090
11 H 0.829 24.327 12.598  C6 1.090
12 H -0.226 24.295 11.159  C6 1.089
13 H -3.991 25.071 13.148  C7 1.088
14 H -4.771 24.490 14.603  C7 1.093
15 H -3.574 23.425 14.036  C7 1.083
16 O -4.472 24.921 5.698  S17 1.435
17 S -3.110 24.875 5.249  O16 1.435, O18 1.436, O19 1.650, C22 1.781
18 O -2.101 25.698 5.854  S17 1.436
19 O -2.485 23.367 5.488  S17 1.650, C20 1.449
20 C -3.440 22.280 5.546  O19 1.449, C21 1.506, H23 1.097, H24 1.091
21 C -2.724 20.960 5.656  C20 1.506, H25 1.090, H26 1.094, H27 1.094
22 C -2.921 24.797 3.480  S17 1.781, H28 1.081, H29 1.091, H30 1.095
23 H -4.096 22.195 4.671  C20 1.097
24 H -4.166 22.403 6.351  C20 1.091
25 H -3.515 20.211 5.619  C21 1.090
26 H -2.079 20.932 6.540  C21 1.094
27 H -1.994 20.748 4.869  C21 1.094
28 H -2.040 24.256 3.163  C22 1.081
29 H -3.103 25.786 3.055  C22 1.091
30 H -3.803 24.273 3.100  C22 1.095
31 O -1.305 26.966 10.998  S32 1.443
32 S -1.160 27.373 9.621  O31 1.443, O33 1.436, O34 1.631, C37 1.821
33 O -2.175 28.048 8.862  S32 1.436
34 O 0.238 28.209 9.526  S32 1.631, C35 1.415
35 C 1.297 27.936 10.424  O34 1.415, C36 1.537, H38 1.091, H39 1.092
36 C 2.188 26.808 9.880  C35 1.537, H40 1.087, H41 1.091, H42 1.095
37 C -0.723 25.843 8.737  S32 1.821, H43 1.089, H44 1.087, H45 1.084
38 H 0.983 27.763 11.455  C35 1.091
39 H 1.951 28.806 10.508  C35 1.092
40 H 2.434 26.929 8.828  C36 1.087
41 H 1.785 25.819 10.101  C36 1.091
42 H 3.134 26.837 10.431  C36 1.095
43 H -1.581 25.396 8.238  C37 1.089
44 H -0.450 25.182 9.556  C37 1.087
45 H 0.009 26.097 7.978  C37 1.084
46 O -4.710 21.572 13.315  S47 1.444
47 S -6.044 21.727 13.846  O46 1.444, O48 1.444, O49 1.624, C52 1.784
48 O -6.211 22.359 15.133  S47 1.444
49 O -6.996 22.476 12.765  S47 1.624, C50 1.449
50 C -6.540 22.520 11.390  O49 1.449, C51 1.523, H53 1.096, H54 1.091
51 C -7.759 22.145 10.556  C50 1.523, H55 1.090, H56 1.091, H57 1.096
52 C -6.907 20.166 13.809  S47 1.784, H58 1.090, H59 1.089, H60 1.089
53 H -5.724 21.879 11.039  C50 1.096
54 H -6.103 23.505 11.223  C50 1.091
55 H -8.217 21.182 10.776  C51 1.090
56 H -7.618 22.192 9.476  C51 1.091
57 H -8.547 22.874 10.778  C51 1.096
58 H -7.926 20.343 14.151  C52 1.090
59 H -6.468 19.433 14.483  C52 1.089
60 H -6.965 19.795 12.787  C52 1.089
61 O -7.010 27.880 11.804  S62 1.436
62 S -6.287 27.267 12.882  O61 1.436, O63 1.444, O64 1.580, C67 1.796
63 O -5.666 25.976 12.700  S62 1.444
64 O -5.181 28.272 13.394  S62 1.580, C65 1.436
65 C -3.999 28.410 12.591  O64 1.436, C66 1.515, H68 1.093, H69 1.094
66 C -2.885 29.130 13.323  C65 1.515, H70 1.090, H71 1.091, H72 1.090
67 C -7.244 27.168 14.399  S62 1.796, H73 1.090, H74 1.086, H75 1.086
68 H -4.284 28.902 11.657  C65 1.093
69 H -3.631 27.427 12.280  C65 1.094
70 H -2.565 28.653 14.249  C66 1.090
71 H -3.171 30.164 13.523  C66 1.091
72 H -1.993 29.162 12.696  C66 1.090
73 H -7.647 28.167 14.560  C67 1.090
74 H -6.507 26.872 15.139  C67 1.086
75 H -8.094 26.495 14.335  C67 1.086
76 O 0.813 20.374 9.072  S77 1.453
77 S 1.510 20.759 10.288  O76 1.453, O78 1.442, O79 1.624, C82 1.800
78 O 0.770 21.368 11.365  S77 1.442
79 O 2.263 19.449 10.883  S77 1.624, C80 1.442
80 C 2.191 19.128 12.287  O79 1.442, C81 1.517, H83 1.086, H84 1.094
81 C 2.865 20.160 13.172  C80 1.517, H85 1.087, H86 1.092, H87 1.101
82 C 2.985 21.673 9.813  S77 1.800, H88 1.089, H89 1.089, H90 1.084
83 H 2.484 18.096 12.459  C80 1.086
84 H 1.126 19.116 12.536  C80 1.094
85 H 2.313 21.085 13.312  C81 1.087
86 H 3.934 20.325 13.023  C81 1.092
87 H 2.904 19.856 14.229  C81 1.101
88 H 3.288 22.197 10.718  C82 1.089
89 H 2.690 22.403 9.061  C82 1.089
90 H 3.739 20.996 9.427  C82 1.084
91 O -8.178 19.698 6.500  S92 1.439
92 S -6.785 20.060 6.495  O91 1.439, O93 1.435, O94 1.610, C97 1.803
93 O -5.847 19.597 5.513  S92 1.435
94 O -6.642 21.664 6.470  S92 1.610, C95 1.420
95 C -7.289 22.444 7.464  O94 1.420, C96 1.527, H98 1.088, H99 1.091
96 C -8.798 22.604 7.292  C95 1.527, H100 1.094, H101 1.090, H102 1.091
97 C -6.189 19.566 8.123  S92 1.803, H103 1.090, H104 1.081, H105 1.087
98 H -6.834 23.432 7.474  C95 1.088
99 H -7.184 22.047 8.475  C95 1.091
100 H -9.082 22.408 6.255  C96 1.094
101 H -9.146 23.605 7.548  C96 1.090
102 H -9.411 21.895 7.851  C96 1.091
103 H -6.064 18.483 8.089  C97 1.090
104 H -6.955 19.932 8.792  C97 1.081
105 H -5.152 19.880 8.205  C97 1.087
106 O 3.718 21.840 3.523  S107 1.435
107 S 2.495 21.367 4.103  O106 1.435, O108 1.443, O109 1.632, C112 1.802
108 O 2.475 20.212 4.970  S107 1.443
109 O 1.653 22.542 4.861  S107 1.632, C110 1.437
110 C 0.960 22.192 6.070  O109 1.437, C111 1.530, H113 1.088, H114 1.090
111 C 0.682 23.328 7.056  C110 1.530, H115 1.093, H116 1.088, H117 1.093
112 C 1.338 21.090 2.750  S107 1.802, H118 1.084, H119 1.093, H120 1.090
113 H 1.574 21.477 6.613  C110 1.088
114 H -0.036 21.855 5.782  C110 1.090
115 H 1.416 24.137 7.100  C111 1.093
116 H 0.528 22.921 8.054  C111 1.088
117 H -0.224 23.824 6.699  C111 1.093
118 H 1.746 20.509 1.930  C112 1.084
119 H 1.020 22.050 2.335  C112 1.093
120 H 0.404 20.732 3.183  C112 1.090
121 O -5.897 18.413 11.192  S122 1.434
122 S -4.619 17.766 11.251  O121 1.434, O123 1.432, O124 1.629, C127 1.811
123 O -3.955 17.260 10.088  S122 1.432
124 O -3.539 18.781 11.927  S122 1.629, C125 1.464
125 C -2.241 18.211 12.295  O124 1.464, C126 1.507, H128 1.089, H129 1.085
126 C -1.738 18.859 13.559  C125 1.507, H130 1.092, H131 1.090, H132 1.093
127 C -4.686 16.447 12.490  S122 1.811, H133 1.088, H134 1.089, H135 1.089
128 H -1.615 18.497 11.450  C125 1.089
129 H -2.380 17.141 12.405  C125 1.085
130 H -1.569 19.933 13.455  C126 1.092
131 H -0.793 18.463 13.931  C126 1.090
132 H -2.468 18.776 14.368  C126 1.093
133 H -4.370 16.756 13.483  C127 1.088
134 H -4.043 15.597 12.266  C127 1.089
135 H -5.722 16.119 12.423  C127 1.089
136 O -7.657 28.230 7.187  S137 1.441
137 S -8.290 26.936 7.203  O136 1.441, O138 1.434, O139 1.619, C142 1.846
138 O -8.879 26.374 6.023  S137 1.434
139 O -7.201 25.883 7.775  S137 1.619, C140 1.438
140 C -6.530 26.299 8.977  O139 1.438, C141 1.529, H143 1.091, H144 1.088
141 C -5.016 26.304 8.761  C140 1.529, H145 1.091, H146 1.090, H147 1.094
142 C -9.548 26.885 8.554  S137 1.846, H148 1.089, H149 1.087, H150 1.085
143 H -6.690 25.700 9.874  C140 1.091
144 H -6.807 27.319 9.234  C140 1.088
145 H -4.663 27.176 8.210  C141 1.091
146 H -4.640 25.433 8.225  C141 1.090
147 H -4.495 26.395 9.719  C141 1.094
148 H -10.265 27.642 8.241  C142 1.089
149 H -9.085 27.198 9.486  C142 1.087
150 H -9.984 25.893 8.606  C142 1.085
151 C -2.324 21.403 9.761  S152 1.768, H155 1.093, H156 1.090, H157 1.089
152 S -3.636 22.564 9.526  C151 1.768, O153 1.512, C154 1.823
153 O -4.911 21.780 9.739  S152 1.512
154 C -3.427 23.646 10.978  S152 1.823, H158 1.089, H159 1.093, H160 1.086
155 H -2.383 21.018 10.782  C151 1.093
156 H -1.319 21.807 9.632  C151 1.090
157 H -2.461 20.590 9.050  C151 1.089
158 H -2.839 24.522 10.707  C154 1.089
159 H -2.848 23.070 11.706  C154 1.093
160 H -4.401 23.853 11.411  C154 1.086

orbital gap: 9.114 eV
net charge: 0
2S+1: 1

Stability summary: most stable version P, least stable version Q.